Record 1
Below is a structure of composition C4HO2Tl in a non-equilibrium geometry, with properties calculated with ωB97M-V/def2-TZVPD.

Properties
Energy relative to the best compared isomer or geometry (same formula, charge and spin), kJ/mol: 0.00
LUMO (spin up / spin down), eV: -12.69 / -13.65
Frontier orbital gap (spin up / spin down), eV: 6.82 / 6.09
Strongest force on any atom, eV Å⁻¹: 13.78
Total charge: +2
HOMO (spin up / spin down), eV: -19.51 / -19.74
Energy, Eh: -474.90307

The geometry in XYZ format:
```
8
Properties=species:S:1:pos:R:3:mulliken_charge:R:1
O 0.658 -0.049 -1.742 -0.270
C -2.439 -1.557 -0.537 0.414
C -1.377 -0.907 -0.601 -0.403
C -0.183 -0.133 -0.663 0.482
C 0.270 0.314 0.493 0.934
O 0.517 0.866 1.530 -0.221
Tl 1.387 0.698 3.191 0.677
H 1.167 0.768 -1.671 0.387
```


Record 2
Below is the molecule C4N2 in a non-equilibrium geometry, with properties calculated with ωB97M-V/def2-TZVPD.

Properties
Energy relative to the best compared isomer or geometry (same formula, charge and spin), kJ/mol: 290.20
LUMO, eV: -2.07
Frontier orbital gap, eV: 9.52
Strongest force on any atom, eV Å⁻¹: 1.34
HOMO, eV: -11.59
Energy, Eh: -261.72794

The geometry in XYZ format:
```
6
Properties=species:S:1:pos:R:3:nbo_charge:R:1
C -0.231 0.080 0.225 -0.133
C 0.567 0.366 1.182 0.110
C 1.395 -0.094 -0.049 0.135
N 2.445 -0.309 -0.522 -0.163
C -1.514 -0.031 -0.336 0.210
N -2.662 -0.013 -0.500 -0.160
```


Record 3
Below is the molecule C4N2 in a non-equilibrium geometry, with properties calculated with ωB97M-V/def2-TZVPD.

Properties
Energy relative to the best compared isomer or geometry (same formula, charge and spin), kJ/mol: 340.31
LUMO, eV: -1.83
Frontier orbital gap, eV: 9.23
Strongest force on any atom, eV Å⁻¹: 14.57
Structure (SMILES): N#CC#CC#N
HOMO, eV: -11.06
Energy, Eh: -261.70886

The geometry in XYZ format:
```
6
Properties=species:S:1:pos:R:3:nbo_charge:R:1
C -1.946 -0.235 0.058 0.194
C -0.605 -0.333 0.123 -0.064
C 0.531 -0.398 -0.100 0.025
C 1.939 -0.064 -0.107 0.206
N -3.038 0.567 -0.049 -0.157
N 3.119 0.463 0.075 -0.205
```


Record 4
Below is a structure of composition C4O4Sr in a non-equilibrium geometry, with properties calculated with ωB97M-V/def2-TZVPD.

Properties
Energy relative to the best compared isomer or geometry (same formula, charge and spin), kJ/mol: 0.00
LUMO, eV: -9.46
Frontier orbital gap, eV: 13.49
Strongest force on any atom, eV Å⁻¹: 7.36
Total charge: +2
HOMO, eV: -22.95
Energy, Eh: -483.45791

The geometry in XYZ format:
```
9
Properties=species:S:1:pos:R:3:nbo_charge:R:1
O 3.663 -0.478 1.488 -0.286
C 2.593 -0.264 1.087 0.346
Sr 0.389 0.919 0.596 1.773
C -0.903 -1.325 1.118 0.357
C 0.497 0.033 -1.885 0.358
O -1.592 -2.163 1.479 -0.299
O 0.503 -0.135 -3.026 -0.300
O -3.078 1.962 -0.547 -0.302
C -2.073 1.451 -0.310 0.352
```


Record 5
Below is a cluster of 7 separate species, C50H100BrI2N2O19 in total in a non-equilibrium geometry, with properties calculated with ωB97M-V/def2-TZVPD.

Properties
Energy relative to the best compared isomer or geometry (same formula, charge and spin), kJ/mol: 27.45
LUMO, eV: -3.26
Frontier orbital gap, eV: 8.41
Strongest force on any atom, eV Å⁻¹: 1.01
Total charge: +1
HOMO, eV: -11.67
Energy, Eh: -6673.46284

The geometry in XYZ format:
```
174
Properties=species:S:1:pos:R:3:mulliken_charge:R:1
C 3.342 6.717 3.470 -0.838
C 1.892 6.995 3.896 0.085
C 1.284 5.905 4.785 -1.201
C 0.990 4.607 4.031 -0.436
C -0.131 4.708 2.983 -0.911
C 0.079 3.885 1.699 0.167
C 0.604 4.741 0.528 0.046
C 1.685 4.119 -0.370 -0.435
C 1.293 2.897 -1.223 -1.024
C 1.164 1.547 -0.491 0.680
C 1.307 0.316 -1.405 -0.883
C 1.221 -1.026 -0.668 -0.980
C -0.194 -1.483 -0.236 0.138
C -0.491 -1.416 1.283 -1.042
C -1.721 -0.567 1.636 -0.398
C -3.078 -1.270 1.418 -0.469
C -4.183 -0.905 2.431 -0.939
C -5.601 -0.922 1.838 -1.324
C -6.000 0.274 0.935 1.331
C -7.478 0.124 0.599 -2.155
I -8.854 0.299 2.213 0.206
N -7.890 1.148 -0.443 0.237
C -7.215 2.539 -0.448 -0.079
I -5.739 2.423 -2.023 0.320
C -8.320 3.531 -0.811 -1.662
C -7.953 4.881 -1.432 -0.099
C -7.007 5.749 -0.616 -1.092
Br -9.654 5.813 -1.673 -0.091
C -6.507 2.811 0.900 -0.612
O -7.453 3.174 1.892 -0.477
C -5.629 1.659 1.447 -0.091
N -4.238 1.992 1.133 -0.405
H 3.570 5.644 3.445 0.405
H 4.055 7.187 4.163 0.301
H 3.543 7.116 2.466 -0.066
H 1.872 7.946 4.448 0.446
H 1.255 7.145 3.013 -0.037
H 0.354 6.270 5.244 0.358
H 1.987 5.711 5.609 0.339
H 1.910 4.247 3.538 0.267
H 0.717 3.834 4.765 0.367
H -1.073 4.411 3.469 0.366
H -0.258 5.767 2.702 0.439
H 0.796 3.075 1.905 0.207
H -0.862 3.390 1.416 -0.137
H -0.236 5.044 -0.120 0.274
H 1.012 5.677 0.943 -0.130
H 2.557 3.859 0.253 0.360
H 2.020 4.909 -1.063 -0.166
H 2.039 2.783 -2.022 0.354
H 0.342 3.124 -1.729 0.340
H 0.187 1.492 0.017 -0.686
H 1.928 1.486 0.307 0.386
H 0.503 0.353 -2.161 0.267
H 2.254 0.379 -1.958 0.467
H 1.678 -1.807 -1.291 0.295
H 1.843 -0.949 0.241 0.481
H -0.937 -0.853 -0.760 0.378
H -0.351 -2.508 -0.592 -0.243
H 0.381 -1.017 1.820 0.559
H -0.653 -2.427 1.680 0.453
H -1.650 -0.231 2.686 0.450
H -1.680 0.345 1.021 -0.219
H -2.904 -2.361 1.437 0.601
H -3.450 -1.048 0.407 0.166
H -3.961 0.084 2.852 0.416
H -4.172 -1.597 3.289 0.483
H -5.693 -1.822 1.203 0.351
H -6.340 -1.034 2.637 0.431
H -5.464 0.148 -0.028 0.359
H -7.705 -0.865 0.178 0.758
H -7.747 0.749 -1.370 0.538
H -8.895 1.294 -0.335 0.450
H -9.010 3.023 -1.506 0.356
H -8.880 3.713 0.115 0.688
H -7.592 4.740 -2.464 0.466
H -6.954 6.751 -1.048 0.460
H -7.357 5.867 0.422 0.282
H -5.990 5.335 -0.610 0.269
H -5.795 3.624 0.687 0.321
H -7.573 4.111 1.905 0.413
H -5.806 1.674 2.533 0.251
H -3.712 2.262 1.947 0.402
H -3.745 1.206 0.733 0.085
C -0.533 11.161 -1.807 -1.122
C -0.581 10.271 -0.587 -0.209
O 0.010 8.981 -0.841 -0.346
C 1.335 8.957 -0.779 0.796
O 2.043 9.884 -0.490 -0.561
O 1.740 7.724 -1.060 -0.314
C 3.160 7.537 -1.039 -0.339
H -1.003 10.667 -2.657 0.295
H -1.071 12.087 -1.606 0.370
H 0.495 11.410 -2.064 0.311
H -1.604 10.032 -0.302 0.310
H -0.073 10.727 0.261 0.297
H 3.574 7.857 -0.086 -0.034
H 3.630 8.097 -1.845 0.363
H 3.307 6.470 -1.179 0.196
C 1.948 -6.899 -4.604 -1.371
C 2.027 -6.330 -3.206 0.357
O 1.059 -5.287 -2.976 -0.316
C -0.158 -5.726 -2.693 0.805
O -0.507 -6.870 -2.619 -0.563
O -0.927 -4.671 -2.426 -0.296
C -2.269 -5.008 -2.067 -0.723
H 2.066 -6.106 -5.343 0.360
H 2.747 -7.626 -4.748 0.406
H 0.998 -7.403 -4.771 0.356
H 2.985 -5.850 -3.021 0.338
H 1.869 -7.100 -2.453 -0.260
H -2.279 -5.725 -1.249 0.344
H -2.800 -5.430 -2.918 0.351
H -2.722 -4.068 -1.763 0.141
C 1.123 -5.486 0.994 -0.667
C 1.653 -6.759 1.612 -0.378
O 1.695 -6.676 3.049 -0.388
C 0.536 -6.863 3.659 0.775
O -0.522 -7.080 3.134 -0.570
O 0.740 -6.779 4.969 -0.358
C -0.429 -6.985 5.766 -0.640
H 1.697 -4.619 1.327 0.345
H 1.192 -5.545 -0.093 0.027
H 0.077 -5.336 1.264 0.328
H 2.685 -6.949 1.330 0.340
H 1.048 -7.618 1.325 0.360
H -0.913 -7.922 5.502 0.303
H -1.134 -6.166 5.628 0.284
H -0.070 -7.010 6.790 0.222
C 6.272 -10.693 0.770 -1.092
C 6.211 -10.200 -0.657 -0.171
O 5.083 -10.751 -1.364 -0.373
C 3.927 -10.148 -1.140 0.721
O 3.749 -9.178 -0.452 -0.524
O 2.987 -10.777 -1.837 -0.284
C 1.672 -10.243 -1.661 -0.077
H 6.276 -11.783 0.795 0.311
H 7.186 -10.334 1.242 0.355
H 5.421 -10.327 1.343 0.299
H 7.067 -10.539 -1.237 0.307
H 6.156 -9.114 -0.704 0.285
H 1.660 -9.171 -1.835 -0.166
H 1.306 -10.448 -0.656 0.304
H 1.042 -10.734 -2.395 0.142
C 7.791 12.200 4.821 -1.100
C 7.747 10.706 4.601 -0.208
O 6.402 10.238 4.382 -0.374
C 5.945 10.406 3.148 0.695
O 6.555 10.860 2.221 -0.555
O 4.697 9.952 3.104 -0.277
C 4.058 10.083 1.828 -0.637
H 7.131 12.483 5.642 0.294
H 8.806 12.503 5.076 0.362
H 7.489 12.732 3.921 0.314
H 8.069 10.159 5.484 0.293
H 8.362 10.409 3.753 0.330
H 4.676 9.659 1.041 0.362
H 3.865 11.129 1.604 0.436
H 3.122 9.541 1.911 0.078
C -0.716 -10.442 -9.101 -1.087
C 0.556 -9.777 -8.629 -0.245
O 0.743 -9.928 -7.210 -0.281
C 1.247 -11.099 -6.836 0.693
O 1.580 -11.992 -7.562 -0.571
O 1.339 -11.103 -5.512 -0.233
C 1.883 -12.303 -4.954 -0.449
H -1.572 -10.064 -8.543 0.283
H -0.871 -10.227 -10.159 0.361
H -0.657 -11.522 -8.975 0.312
H 0.524 -8.699 -8.771 0.294
H 1.430 -10.178 -9.141 0.328
H 2.839 -12.549 -5.409 0.326
H 1.196 -13.137 -5.084 0.323
H 2.021 -12.091 -3.899 -0.016
```


Record 6
Below is a cluster of 11 separate species, C50H111Br2N14O4 in total in a non-equilibrium geometry, with properties calculated with ωB97M-V/def2-TZVPD.

Properties
Energy relative to the best compared isomer or geometry (same formula, charge and spin), kJ/mol: 0.00
LUMO, eV: -11.21
Frontier orbital gap, eV: 4.94
Strongest force on any atom, eV Å⁻¹: 5.78
Total charge: +7
HOMO, eV: -16.15
Energy, Eh: -8184.46993

The geometry in XYZ format:
```
181
Properties=species:S:1:pos:R:3:mulliken_charge:R:1
C -5.952 1.961 -2.068 -1.020
C -7.201 2.894 -1.945 -0.503
N -7.686 2.965 -0.575 0.223
C -6.795 3.365 0.383 -0.448
C -7.600 3.509 1.530 -0.469
N -8.970 3.317 1.249 0.089
C -8.974 2.947 -0.082 -0.215
C -10.077 3.513 2.148 -0.700
H -5.849 1.466 -3.033 0.378
H -6.087 1.145 -1.359 0.285
H -5.066 2.466 -1.681 0.356
H -7.978 2.460 -2.574 0.339
H -7.095 3.939 -2.237 0.374
H -5.796 3.616 0.057 0.492
H -7.360 3.799 2.542 0.429
H -9.855 2.716 -0.662 0.444
H -9.684 3.782 3.129 0.262
H -10.556 2.539 2.247 0.346
H -10.749 4.214 1.652 0.335
C 3.947 6.618 6.202 -1.138
C 4.681 7.138 4.918 -0.467
N 4.010 6.961 3.646 0.207
C 3.352 5.839 3.180 -0.445
C 2.924 6.109 1.886 -0.546
N 3.262 7.412 1.605 0.163
C 3.893 7.907 2.684 -0.099
C 2.884 8.116 0.397 -0.764
H 3.132 7.286 6.480 0.300
H 4.701 6.754 6.978 0.391
H 3.662 5.566 6.228 0.381
H 5.570 6.511 4.858 0.313
H 5.108 8.138 4.991 0.416
H 3.336 4.990 3.847 0.418
H 2.335 5.553 1.171 0.496
H 4.424 8.840 2.574 0.365
H 3.608 8.814 -0.022 0.346
H 1.897 8.576 0.443 0.359
H 2.797 7.290 -0.309 0.295
C -2.517 6.570 4.643 -1.320
C -1.446 7.302 5.386 -0.197
N -1.099 6.537 6.600 0.285
C -0.775 5.204 6.652 -0.508
C -0.565 4.778 7.969 -0.354
N -0.769 5.870 8.747 0.075
C -1.104 6.926 7.969 -0.200
C -0.534 5.968 10.189 -0.777
H -2.233 5.717 4.026 0.356
H -2.920 7.220 3.866 0.401
H -3.310 6.144 5.258 0.377
H -1.752 8.317 5.642 0.386
H -0.665 7.443 4.639 0.166
H -0.878 4.635 5.740 0.462
H -0.359 3.811 8.404 0.440
H -1.348 7.913 8.332 0.424
H -1.324 6.611 10.577 0.348
H 0.425 6.424 10.437 0.326
H -0.620 4.971 10.621 0.310
C -1.248 3.909 -5.916 -1.195
C -2.437 4.671 -6.448 -0.472
N -2.076 5.848 -7.267 0.126
C -1.384 7.012 -6.829 -0.426
C -1.300 7.901 -7.882 -0.344
N -1.858 7.210 -8.983 0.045
C -2.358 5.991 -8.579 0.035
C -1.984 7.810 -10.264 -0.729
H -0.586 3.682 -6.752 0.356
H -1.458 2.876 -5.639 0.375
H -0.626 4.244 -5.086 0.364
H -3.021 4.996 -5.588 0.327
H -3.101 4.025 -7.024 0.353
H -1.094 7.257 -5.818 0.440
H -0.943 8.920 -7.889 0.447
H -2.795 5.248 -9.229 0.344
H -0.963 8.094 -10.519 0.330
H -2.522 8.735 -10.055 0.348
H -2.523 7.072 -10.858 0.268
C 1.154 -8.370 -0.055 -1.224
C 0.687 -9.659 -0.821 -0.390
N 1.572 -10.027 -1.864 0.196
C 1.986 -11.304 -2.159 -0.428
C 3.069 -11.224 -3.037 -0.247
N 3.258 -9.960 -3.409 0.113
C 2.276 -9.197 -2.683 -0.271
C 4.278 -9.527 -4.468 -0.760
H 0.555 -8.234 0.845 0.400
H 0.917 -7.423 -0.539 0.366
H 2.149 -8.478 0.376 0.359
H -0.272 -9.553 -1.327 0.285
H 0.512 -10.482 -0.129 0.388
H 1.558 -12.155 -1.651 0.420
H 3.690 -12.000 -3.460 0.440
H 2.367 -8.124 -2.771 0.359
H 5.192 -10.116 -4.547 0.309
H 4.540 -8.469 -4.443 0.288
H 3.696 -9.617 -5.385 0.383
C 7.495 -3.663 5.869 -0.931
N 6.831 -5.073 5.908 -0.176
C 7.798 -5.973 5.193 -0.847
C 6.761 -5.377 7.389 -0.838
C 5.446 -4.941 5.282 -0.646
C 4.704 -6.235 5.099 -0.521
O 4.203 -6.714 6.306 -0.495
H 6.785 -2.944 6.279 0.380
H 7.782 -3.439 4.841 0.444
H 8.466 -3.608 6.361 0.405
H 7.650 -6.978 5.587 0.370
H 8.847 -5.811 5.443 0.377
H 7.613 -5.844 4.127 0.394
H 6.058 -4.615 7.725 0.356
H 7.768 -5.230 7.781 0.405
H 6.382 -6.394 7.488 0.379
H 5.638 -4.538 4.287 0.445
H 4.852 -4.176 5.782 0.404
H 5.229 -6.927 4.440 0.338
H 3.769 -5.992 4.595 0.411
H 3.471 -7.275 6.041 0.341
C 1.333 -0.730 -0.710 -0.788
N 0.804 -0.727 0.737 0.103
C -0.497 -1.456 0.849 -1.041
C 1.758 -1.607 1.555 -0.975
C 0.755 0.753 1.374 -0.519
C -0.393 1.631 0.875 -0.598
O -0.453 1.922 -0.511 -0.503
H 0.962 -1.623 -1.214 0.351
H 2.422 -0.749 -0.653 0.364
H 1.114 0.169 -1.285 0.255
H -1.372 -0.956 0.433 0.376
H -0.748 -1.487 1.909 0.396
H -0.357 -2.414 0.347 0.433
H 1.467 -1.474 2.597 0.402
H 2.777 -1.233 1.446 0.394
H 1.705 -2.661 1.281 0.416
H 1.741 1.172 1.171 0.437
H 0.661 0.645 2.454 0.321
H -0.190 2.594 1.344 0.442
H -1.424 1.395 1.138 0.371
H -0.885 2.762 -0.683 0.310
C 5.224 -2.819 -5.181 -0.865
N 5.140 -2.204 -6.576 0.037
C 6.256 -1.154 -6.485 -0.952
C 5.627 -3.234 -7.669 -0.804
C 3.756 -1.529 -6.942 -0.538
C 2.447 -2.290 -6.506 -0.474
O 2.210 -3.462 -7.218 -0.488
H 4.304 -3.360 -4.956 0.310
H 5.192 -2.074 -4.386 0.342
H 6.165 -3.366 -5.123 0.389
H 6.052 -0.484 -5.649 0.398
H 6.431 -0.766 -7.488 0.393
H 7.148 -1.689 -6.161 0.428
H 6.614 -3.486 -7.281 0.419
H 5.833 -2.759 -8.628 0.361
H 4.929 -4.071 -7.641 0.315
H 3.734 -1.115 -7.950 0.432
H 3.659 -0.625 -6.342 0.357
H 1.598 -1.606 -6.506 0.357
H 2.537 -2.679 -5.492 0.251
H 1.596 -4.008 -6.722 0.321
C -8.126 -4.753 -1.517 -0.954
N -7.081 -4.050 -0.627 -0.134
C -6.330 -5.238 0.109 -0.830
C -6.124 -3.256 -1.518 -0.930
C -8.058 -3.149 0.195 -0.519
C -7.365 -2.381 1.251 -0.717
O -6.443 -1.455 0.777 -0.392
H -8.779 -4.173 -2.169 0.385
H -8.756 -5.428 -0.938 0.461
H -7.482 -5.225 -2.258 0.426
H -5.748 -5.854 -0.576 0.377
H -7.120 -5.870 0.517 0.388
H -5.599 -4.908 0.847 0.369
H -5.343 -3.132 -0.767 0.433
H -6.631 -2.352 -1.854 0.320
H -5.896 -3.980 -2.300 0.411
H -8.765 -3.800 0.708 0.384
H -8.665 -2.562 -0.495 0.438
H -7.028 -3.253 1.810 0.426
H -8.108 -1.861 1.855 0.380
H -5.899 -1.413 1.567 0.277
Br 5.071 -5.151 -0.714 -0.953
Br -2.209 6.870 -1.304 -0.945
```